# 1
36
Properties=species:S:1:pos:R:3:forces:R:3 method="wB97M-V/def2-TZVPD" smiles="O=C(c1ccccc1)[C@@H](Br)[C@H](Br)[C@@H](Br)[C@@H](Br)c1ccccc1" largest_force_ha_per_bohr=0.0396 orbital_gap_ha=0.3269 lumo_ev=-0.55 e_tot_ev=-300073.54920
O -0.630 -0.004 3.260 1.12 -1.04 -0.09
Br 3.125 -1.023 3.494 -1.15 0.61 -0.52
Br 1.470 -0.523 -2.185 0.14 0.52 0.66
Br 3.597 1.420 1.189 -0.77 -0.51 -0.62
Br 0.163 2.526 1.233 0.18 -0.30 -0.61
C 0.244 -0.704 2.755 -1.03 1.72 -0.37
C -0.893 -4.393 0.822 -0.51 0.35 0.12
C -2.046 3.387 -3.163 1.51 0.80 -0.24
C 0.453 -4.115 0.975 0.06 1.60 0.27
C -1.855 -3.471 1.235 0.30 0.79 0.83
C -2.120 2.022 -3.084 0.32 -0.28 0.90
C -0.868 4.044 -2.794 -0.39 -1.34 0.86
C 0.830 -2.875 1.547 -1.44 -0.39 0.43
C -1.489 -2.270 1.861 0.31 -0.76 -0.14
C -1.119 1.303 -2.422 0.15 1.09 -0.24
C 0.151 3.312 -2.162 0.24 1.39 -0.57
C -0.129 -1.959 2.064 0.26 -1.53 -0.89
C 0.040 1.948 -1.957 -0.68 -0.27 -0.21
C 1.619 -0.009 2.560 0.01 -0.29 0.89
C 1.134 1.204 -1.231 -0.21 0.12 0.65
C 1.964 0.249 1.107 -0.01 0.42 -0.72
C 0.799 0.925 0.275 0.61 -0.69 -0.01
H -1.236 -5.315 0.391 0.09 -0.32 -0.14
H -2.830 3.966 -3.589 -0.60 0.24 -0.36
H 1.213 -4.795 0.627 0.08 -0.12 0.03
H -2.924 -3.663 1.213 0.19 -0.27 -0.39
H -3.005 1.589 -3.495 -0.34 -0.75 0.03
H -0.814 5.102 -2.913 0.28 0.52 -0.03
H 1.857 -2.662 1.707 0.80 0.05 -0.01
H -2.290 -1.637 2.214 0.23 0.29 0.11
H -1.212 0.259 -2.274 -0.13 -0.90 -0.04
H 1.042 3.889 -1.872 -0.31 -0.59 0.04
H 1.531 0.972 3.056 0.17 -0.71 0.13
H 2.057 1.770 -1.274 0.21 -0.07 -0.16
H 2.213 -0.694 0.600 0.26 0.48 0.01
H -0.043 0.224 0.234 0.05 0.15 0.43



# 2
22
Properties=species:S:1:pos:R:3:forces:R:3 method="wB97M-V/def2-TZVPD" smiles="C=C(/C=C/C)CC.O" e_above_lowest_ev=2.412 largest_force_ha_per_bohr=0.1002 orbital_gap_ha=0.3496 lumo_ev=0.85 e_tot_ev=-9531.35465
C -2.320 -0.331 0.198 -1.90 1.66 2.14
C -1.581 0.390 -0.857 -0.69 1.22 -4.96
C -0.269 0.962 -0.545 2.10 1.00 1.29
C -0.078 2.232 -0.146 -0.98 1.08 -0.49
C 2.570 -1.886 -0.671 -1.31 -0.44 1.97
C 1.332 -1.043 -0.924 -0.84 0.68 -0.12
C 0.957 0.156 -0.426 2.85 -0.40 1.00
H -3.378 -0.204 -0.062 0.03 -0.98 -0.12
H -2.329 0.321 1.120 0.43 -0.83 -0.64
H -2.071 -1.348 0.507 0.14 0.16 -0.51
H -1.410 -0.250 -1.789 -0.32 0.34 1.16
H -2.237 1.278 -1.392 1.33 -2.03 1.80
H -0.918 2.936 -0.215 0.21 -0.30 0.17
H 0.865 2.729 0.152 -0.46 -0.88 -0.22
H 2.480 -2.913 -1.067 -0.33 0.43 0.41
H 3.377 -1.492 -1.183 1.85 1.01 -1.02
H 2.854 -1.921 0.431 -0.45 -0.01 -1.38
H 0.679 -1.405 -1.700 -0.46 -0.62 -0.03
H 1.768 0.721 0.180 -1.33 -1.13 -0.67
H -0.461 -0.948 2.244 -0.17 -1.22 -0.37
H -0.022 0.427 1.896 -0.12 0.03 0.33
O -0.357 -0.101 2.638 0.43 1.21 0.25



# 3
62
Properties=species:S:1:pos:R:3:forces:R:3 method="wB97M-V/def2-TZVPD" largest_force_ha_per_bohr=0.0493 orbital_gap_ha="0.2227 / 0.2166" lumo_ev="-3.90 / -5.99" total_charge=+1 multiplicity=5 e_tot_ev=-43105.00382
O 1.362 -0.511 -4.372 0.22 -0.14 -0.61
H 1.336 -0.575 -5.342 -0.04 0.08 0.63
Ir 0.497 -0.542 -0.244 1.68 -1.56 0.14
N -0.275 -2.099 0.652 -0.48 -0.84 1.03
N -0.838 -1.028 -1.567 -0.98 0.95 -1.26
N 2.010 -0.318 0.951 -1.16 -0.99 2.03
N 1.545 0.803 -1.187 -1.96 0.76 -1.40
O 0.143 -2.580 1.779 -0.63 0.40 -1.35
O 2.124 -0.922 2.170 -0.28 -0.38 -0.78
O 1.091 1.463 -2.288 0.33 -0.41 0.02
O -0.995 -0.384 -2.664 -0.25 -1.14 1.17
C -1.659 -2.072 -1.218 0.01 -0.04 -0.16
C -1.338 -2.673 0.013 0.09 0.50 0.24
C 2.941 0.612 0.643 0.63 1.71 -1.56
C 2.686 1.240 -0.601 1.33 0.04 2.14
C -2.067 -3.747 0.718 -0.47 -0.59 -0.36
H -2.432 -3.432 1.706 0.26 -0.01 -0.28
H -1.424 -4.624 0.848 -0.06 0.16 0.14
H -2.920 -4.056 0.111 0.04 -0.04 0.23
C -2.777 -2.440 -2.123 -0.37 -0.54 -0.01
H -2.431 -2.596 -3.154 -0.02 0.18 0.30
H -3.564 -1.668 -2.140 0.35 -0.14 -0.02
H -3.229 -3.374 -1.772 0.03 0.27 -0.21
C 3.967 0.970 1.652 0.65 0.33 -0.21
C 3.470 2.368 -1.156 0.52 0.29 -0.11
H 4.304 0.095 2.222 -0.15 0.26 -0.21
H 3.569 1.712 2.365 0.05 -0.27 -0.16
H 4.827 1.428 1.153 -0.13 -0.08 0.18
H 3.029 2.744 -2.083 0.10 -0.12 0.23
H 4.498 2.046 -1.360 -0.15 0.07 -0.06
H 3.545 3.191 -0.432 -0.12 -0.18 -0.17
H 1.397 -1.666 2.148 0.53 0.78 0.02
H 0.391 0.860 -2.696 0.59 0.35 0.38
C 1.795 -1.766 -3.844 -0.06 0.02 -0.34
H 0.928 -2.315 -3.476 0.01 -0.18 0.09
H 2.487 -1.583 -3.021 0.00 -0.01 0.00
H 2.304 -2.381 -4.599 -0.09 0.17 0.25
O 3.438 -4.205 -1.361 -0.40 0.73 0.73
H 3.796 -3.413 -0.912 -0.09 -0.63 -0.38
H 2.625 -4.387 -0.856 0.47 -0.07 -0.33
C -1.532 0.296 2.138 -0.33 0.33 0.21
N -0.905 0.899 0.903 -0.25 0.44 0.32
C -0.149 2.124 1.338 -0.34 0.43 0.29
N -1.022 3.098 2.012 -0.19 -0.54 -0.18
C -1.644 2.453 3.194 0.13 -0.13 -0.38
N -2.417 1.253 2.811 0.19 0.08 -0.43
C -3.477 1.682 1.873 0.37 0.01 -0.11
N -2.906 2.314 0.663 0.40 -0.26 0.18
C -2.020 1.356 -0.004 -0.33 0.28 0.26
C -2.115 3.485 1.091 0.19 -0.27 0.04
H -0.741 -0.011 2.841 -0.14 0.08 -0.35
H -2.127 -0.587 1.852 0.27 0.29 -0.02
H 0.291 2.596 0.446 -0.12 -0.19 0.24
H 0.650 1.820 2.034 -0.26 0.01 -0.27
H -2.338 3.173 3.648 0.29 -0.20 0.02
H -0.858 2.170 3.908 -0.25 0.10 -0.14
H -4.082 0.813 1.578 0.13 0.26 0.11
H -4.101 2.428 2.381 0.02 -0.29 -0.14
H -1.577 1.827 -0.895 -0.09 -0.21 0.26
H -2.616 0.478 -0.302 0.28 0.25 0.09
H -2.781 4.174 1.620 0.15 -0.04 -0.17
H -1.688 3.983 0.209 -0.12 -0.11 0.20



# 4
12
Properties=species:S:1:pos:R:3:forces:R:3 method="wB97M-V/def2-TZVPD" smiles="CCC(=O)C=O" e_above_lowest_ev=2.751 largest_force_ha_per_bohr=0.0352 orbital_gap_ha=0.3656 lumo_ev=0.42 e_tot_ev=-8337.70984
C 0.073 -1.833 0.516 -0.04 0.07 0.00
C -0.826 -0.574 0.562 -0.21 0.09 0.10
C -0.271 0.605 -0.242 1.12 -0.44 -0.51
O 0.779 0.382 -0.818 -0.43 -0.48 0.45
C -0.378 2.348 -0.838 0.41 -1.21 0.21
O -1.019 3.325 -0.781 -0.02 -0.67 0.25
H 0.211 -2.209 -0.503 -0.09 0.21 0.14
H 1.072 -1.647 0.924 -0.23 0.12 -0.08
H -0.372 -2.646 1.105 -0.04 0.29 -0.09
H -0.968 -0.259 1.601 -0.06 0.12 -0.09
H -1.825 -0.821 0.188 0.02 0.18 0.02
H 0.595 1.959 -1.315 -0.43 1.72 -0.39



# 5
56
Properties=species:S:1:pos:R:3:forces:R:3 method="wB97M-V/def2-TZVPD" smiles="Cc1c(B(O)N(C)C)c(CC(=O)F)n(CCCCN)c(=[NH2+])c1-c1ccncc1" largest_force_ha_per_bohr=0.0695 orbital_gap_ha=0.2949 lumo_ev=-4.17 total_charge=+1 e_tot_ev=-35089.34451
C 1.521 -2.706 0.349 -0.39 0.04 0.03
C 1.001 -1.262 0.576 -1.55 1.69 0.95
C 1.749 -0.014 0.293 -1.66 0.43 0.73
B 3.247 -0.192 -0.330 1.54 0.74 0.37
O 4.345 -0.019 0.542 -1.40 -0.96 -1.41
N 3.544 -0.477 -1.747 -2.04 -0.96 0.93
C 2.413 -0.160 -2.656 -0.05 -0.02 -1.47
C 3.820 -1.941 -1.977 0.05 -0.08 -0.80
C 1.157 1.315 0.569 0.47 -2.69 -0.24
C 2.052 2.563 0.283 -1.25 1.03 0.21
C 2.118 2.988 -1.228 1.46 -0.02 -0.71
O 3.160 2.923 -1.796 -0.73 0.07 0.37
F 1.049 3.487 -1.944 0.50 -0.75 1.69
N -0.154 1.396 1.069 0.78 -1.07 0.63
C -0.787 2.734 1.314 -0.82 0.76 -1.28
C -1.372 3.213 -0.107 0.30 0.87 0.79
C -2.952 3.204 -0.190 0.32 -0.43 -0.24
C -3.582 2.034 -1.046 -1.18 0.01 -0.21
N -2.745 1.574 -2.179 0.04 -0.65 0.61
C -0.904 0.246 1.347 0.64 -2.47 -0.47
N -2.267 0.294 1.874 1.81 1.62 -0.17
C -0.373 -1.117 1.134 1.41 1.63 -0.58
C -1.191 -2.378 1.449 -2.19 -2.81 0.32
C -1.430 -2.896 2.813 0.17 0.48 -0.50
C -2.178 -4.108 3.138 0.86 1.09 -1.79
N -2.707 -4.889 2.150 1.10 2.05 -0.08
C -2.520 -4.431 0.885 0.36 0.48 -1.42
C -1.816 -3.244 0.399 0.55 0.46 3.10
H 2.634 -2.810 0.333 -1.00 0.37 -0.20
H 1.053 -3.072 -0.615 0.75 0.33 0.93
H 1.147 -3.421 1.142 0.28 1.05 -0.75
H 5.128 -0.282 0.015 -0.22 0.50 0.47
H 2.237 0.933 -2.821 0.35 -0.97 0.36
H 2.690 -0.583 -3.671 -0.40 0.58 1.04
H 1.433 -0.643 -2.378 0.84 0.31 -0.05
H 4.358 -2.424 -1.122 -0.23 0.49 -0.88
H 4.388 -2.019 -2.952 -0.38 -0.15 1.26
H 2.835 -2.482 -2.138 1.11 0.41 0.28
H 1.725 3.487 0.850 0.15 -1.15 -0.55
H 3.124 2.405 0.599 -1.27 -0.25 -0.56
H -0.063 3.480 1.727 -0.45 -1.04 -0.39
H -1.644 2.680 2.028 1.07 -0.31 -0.45
H -0.847 2.620 -0.896 -0.81 0.60 0.50
H -1.042 4.283 -0.239 -0.26 -1.15 0.03
H -3.355 3.112 0.858 0.18 0.39 -0.99
H -3.280 4.192 -0.624 0.30 -1.14 0.53
H -3.939 1.150 -0.424 0.50 1.05 -0.30
H -4.530 2.451 -1.504 1.01 -0.48 0.57
H -3.311 0.931 -2.750 0.25 0.57 0.20
H -2.005 0.958 -1.809 -0.32 0.45 -0.25
H -2.149 0.730 2.807 -0.47 -0.56 -0.27
H -2.781 1.014 1.344 0.02 -0.55 0.14
H -1.004 -2.305 3.669 -0.47 -0.69 -0.92
H -2.304 -4.449 4.201 0.14 0.48 -1.26
H -2.955 -5.082 0.074 0.42 0.70 1.03
H -1.741 -2.991 -0.686 -0.18 -0.41 1.12



# 6
29
Properties=species:S:1:pos:R:3:forces:R:3 method="wB97M-V/def2-TZVPD" e_above_lowest_ev=1.472 largest_force_ha_per_bohr=0.1457 orbital_gap_ha="0.3128 / 0.1809" lumo_ev="-10.94 / -15.87" total_charge=+3 multiplicity=5 e_tot_ev=-34503.83616
Rh -0.096 1.804 -1.261 0.11 -1.98 1.38
O -2.896 0.445 -2.063 4.02 2.16 1.00
C -1.896 0.961 -1.801 -5.96 -2.90 -1.73
C 1.731 2.149 -0.374 5.92 1.04 2.95
O 2.749 2.290 0.150 -3.97 -0.47 -2.10
C -1.010 2.730 0.298 -3.33 3.06 5.97
O -1.512 3.101 1.263 1.80 -1.31 -3.47
C 0.825 0.724 -2.713 3.37 -4.27 -5.06
O 1.347 -0.018 -3.419 -1.85 2.65 2.48
C -0.810 3.236 -2.651 0.52 2.05 -1.13
H -0.889 2.753 -3.630 0.01 0.21 0.24
H -1.731 3.672 -2.251 0.25 -0.07 -0.15
C 0.445 3.647 -2.159 -0.72 1.72 -1.50
H 0.509 4.404 -1.372 -0.01 -0.15 -0.28
H 1.351 3.486 -2.751 -0.25 0.10 0.13
C -1.411 -3.120 2.293 -0.12 -0.96 0.76
N -0.929 -1.796 1.922 -0.56 1.71 -2.03
C 0.082 -1.550 1.082 0.15 -2.91 2.03
S 0.007 -0.157 0.106 0.01 -0.10 0.07
N 1.148 -2.350 0.973 0.33 2.53 -0.93
C 1.744 -3.110 2.064 0.23 -1.03 0.64
H -0.705 -3.885 1.938 -0.42 0.27 0.18
H -2.419 -3.311 1.879 0.52 0.29 0.07
H -1.485 -3.143 3.391 0.03 -0.23 -0.33
H -1.652 -1.065 1.820 0.29 -0.66 0.74
H 1.811 -1.953 0.286 -0.20 -0.93 0.37
H 1.874 -4.143 1.706 -0.03 0.22 0.33
H 2.741 -2.714 2.333 -0.54 0.00 -0.27
H 1.078 -3.087 2.939 0.41 -0.05 -0.33